Entry from OMol25: a molecular structure, C44H50N9NaO4SSi2 (ωB97M-V with the def2-TZVPD basis set).

Each line ends with the Löwdin charge.
Geometry (Å):
Na -0.269 0.263 0.106  0.18
N -2.067 3.942 2.274  0.02
C -1.161 3.384 1.435  -0.15
N -1.724 2.464 0.720  0.15
C -3.017 2.437 1.149  -0.32
N -3.264 3.339 2.099  0.11
C -3.971 1.485 0.656  -0.21
C -5.268 1.398 1.166  -0.12
N -6.145 0.499 0.756  0.06
C -5.691 -0.369 -0.171  -0.11
C -4.413 -0.289 -0.689  -0.10
N -3.547 0.635 -0.305  0.15
H -1.955 4.616 3.012  0.14
H -0.137 3.682 1.370  0.13
H -5.604 2.091 1.928  0.10
H -6.399 -1.125 -0.488  0.10
H -4.053 -0.976 -1.440  0.10
C -1.283 0.403 3.211  -0.16
Si -1.901 -1.231 2.467  0.40
C -3.656 -1.310 3.289  -0.17
C -0.771 -2.534 3.328  -0.16
N -1.822 -1.323 0.777  -0.09
C -2.183 -2.417 0.075  -0.37
C -2.802 -3.520 0.694  -0.10
C -3.112 -4.695 0.048  -0.17
C -2.845 -4.806 -1.308  -0.17
C -2.291 -3.732 -1.969  -0.10
C -1.948 -2.515 -1.350  -0.39
N -1.420 -1.487 -2.052  -0.06
Si -1.247 -1.445 -3.721  0.38
C -2.903 -1.556 -4.721  -0.19
C -0.486 0.171 -4.407  -0.19
C -0.051 -2.743 -4.540  -0.18
H -1.025 0.264 4.258  0.03
H -2.046 1.173 3.170  0.00
H -0.402 0.757 2.696  -0.01
H -3.630 -1.005 4.332  0.01
H -4.128 -2.285 3.234  0.00
H -4.304 -0.613 2.766  -0.01
H -0.766 -2.452 4.413  0.01
H 0.242 -2.368 2.976  0.01
H -1.041 -3.553 3.066  0.00
H -3.013 -3.442 1.749  0.05
H -3.551 -5.520 0.598  0.07
H -3.065 -5.725 -1.843  0.07
H -2.097 -3.821 -3.028  0.06
H -3.499 -0.670 -4.522  0.00
H -3.493 -2.410 -4.401  0.00
H -2.770 -1.628 -5.799  0.00
H -0.734 1.027 -3.794  -0.02
H -0.855 0.366 -5.412  0.02
H 0.596 0.092 -4.480  0.01
H -0.486 -3.736 -4.622  0.00
H 0.836 -2.836 -3.914  0.01
H 0.280 -2.441 -5.534  0.00
C -3.034 5.211 -5.054  -0.06
C -2.310 4.451 -3.981  -0.28
C -1.125 4.926 -3.428  -0.05
C -0.483 4.157 -2.471  -0.15
N -0.948 3.008 -2.022  0.07
C -2.090 2.556 -2.521  -0.15
C -2.793 3.232 -3.508  -0.02
H -2.503 6.129 -5.300  0.07
H -4.044 5.469 -4.733  0.08
H -3.115 4.603 -5.954  0.08
H -0.710 5.875 -3.743  0.10
H 0.461 4.478 -2.045  0.10
H -2.433 1.623 -2.099  0.09
H -3.707 2.819 -3.911  0.11
N 1.278 0.660 -1.593  -0.32
S 2.624 -0.053 -1.883  1.03
C 2.571 -1.800 -1.332  -0.37
C 1.426 -2.266 -0.723  -0.07
C 1.317 -3.610 -0.417  -0.03
C 2.362 -4.469 -0.711  -0.08
C 3.511 -3.992 -1.322  -0.11
C 3.612 -2.653 -1.656  -0.13
C 3.659 0.645 -0.565  -0.35
C 3.320 1.913 -0.126  -0.10
C 4.125 2.564 0.788  -0.09
C 5.273 1.952 1.260  -0.11
C 5.593 0.673 0.840  -0.10
C 4.785 0.012 -0.071  -0.08
H 0.723 0.707 -2.434  -0.05
H 0.617 -1.590 -0.505  0.06
H 0.411 -3.969 0.044  0.11
H 2.279 -5.522 -0.471  0.09
H 4.328 -4.667 -1.547  0.09
H 4.489 -2.278 -2.170  0.10
H 2.407 2.351 -0.493  0.09
H 3.853 3.547 1.143  0.10
H 5.899 2.459 1.980  0.10
H 6.471 0.178 1.235  0.10
H 5.020 -1.003 -0.348  0.10
O 2.536 -1.231 1.648  0.02
C 2.333 -0.084 2.052  -0.64
O 1.493 0.740 1.653  -0.06
C 3.278 0.397 3.190  -0.11
C 3.041 1.585 3.862  -0.04
C 3.867 2.026 4.892  -0.01
C 4.954 1.239 5.193  -0.21
O 5.954 1.442 6.144  0.00
C 6.800 0.324 6.044  -0.21
O 6.374 -0.520 5.010  0.01
C 5.204 0.050 4.516  -0.19
C 4.379 -0.397 3.516  0.05
H 2.182 2.160 3.555  0.11
H 3.680 2.938 5.440  0.11
H 6.793 -0.233 7.001  0.13
H 7.837 0.655 5.847  0.13
H 4.539 -1.322 2.986  0.13

Its total charge is -2. The HOMO-LUMO gap is 3.245 eV.

---

Entry from OMol25: a molecular structure, C44H51HfNP2Si (ωB97M-V with the def2-TZVPD basis set).

Each line ends with the Löwdin charge.
Geometry (Å):
Hf -0.143 -0.579 -0.326  1.44
C -4.915 3.198 -4.192  -0.10
C -3.961 4.063 -3.833  -0.14
C -4.203 5.378 -3.137  -0.18
C -5.349 5.393 -2.092  -0.19
C -5.439 4.203 -1.175  -0.11
C -6.150 3.093 -1.405  -0.12
C -6.953 2.808 -2.639  -0.17
C -6.392 3.381 -3.968  -0.19
C 0.312 -0.690 1.824  -0.26
H -4.660 2.289 -4.751  0.10
H -2.921 3.889 -4.132  0.08
H -4.430 6.170 -3.877  0.13
H -3.268 5.699 -2.647  0.10
H -5.194 6.283 -1.459  0.12
H -6.298 5.558 -2.616  0.10
H -4.921 4.345 -0.220  0.10
H -6.281 2.344 -0.621  0.07
H -7.983 3.195 -2.520  0.13
H -7.062 1.715 -2.741  0.11
H -6.920 2.864 -4.784  0.12
H -6.676 4.438 -4.040  0.10
H 0.294 -1.768 2.061  0.03
H -0.245 -0.183 2.618  0.00
H 1.369 -0.396 1.942  0.02
P -0.353 1.445 -1.827  0.93
P -1.991 0.851 0.782  0.90
C -1.679 2.577 -1.310  -0.25
C -2.358 2.341 -0.167  -0.27
C 0.999 2.552 -2.373  -0.36
C 0.662 3.717 -3.076  -0.10
C 1.659 4.590 -3.522  -0.04
C 3.005 4.301 -3.284  -0.04
C 3.347 3.153 -2.556  -0.05
C 2.353 2.288 -2.085  -0.10
C -1.120 0.759 -3.406  -0.36
C -2.026 -0.311 -3.291  -0.13
C -2.300 -1.103 -4.410  -0.07
C -1.803 -0.756 -5.664  -0.04
C -1.061 0.420 -5.804  -0.04
C -0.709 1.177 -4.683  -0.08
C -1.827 1.639 2.434  -0.38
C -0.677 2.412 2.677  -0.11
C -0.499 3.020 3.920  -0.06
C -1.477 2.883 4.910  -0.05
C -2.611 2.097 4.676  -0.05
C -2.781 1.454 3.444  -0.06
C -3.523 -0.161 0.880  -0.38
C -3.468 -1.510 1.278  -0.10
C -4.646 -2.260 1.315  -0.05
C -5.868 -1.671 0.973  -0.04
C -5.914 -0.331 0.567  -0.04
C -4.740 0.418 0.502  -0.08
H -1.952 3.376 -2.007  0.07
H -3.071 3.031 0.306  0.09
H -0.383 3.948 -3.290  0.10
H 1.373 5.499 -4.057  0.12
H 3.785 4.975 -3.649  0.12
H 4.395 2.931 -2.348  0.12
H 2.637 1.404 -1.500  0.07
H -2.506 -0.550 -2.332  0.09
H -2.900 -2.005 -4.287  0.12
H -1.996 -1.395 -6.527  0.12
H -0.744 0.742 -6.793  0.12
H -0.100 2.077 -4.809  0.11
H 0.078 2.530 1.898  0.11
H 0.405 3.601 4.113  0.12
H -1.337 3.368 5.875  0.12
H -3.362 1.974 5.456  0.12
H -3.659 0.828 3.272  0.11
H -2.509 -1.971 1.544  0.10
H -4.609 -3.309 1.611  0.12
H -6.785 -2.258 0.997  0.12
H -6.863 0.138 0.294  0.12
H -4.753 1.453 0.159  0.07
C 1.718 -0.991 -3.793  -0.16
Si 2.579 -1.795 -2.340  0.42
C 2.682 -3.635 -2.557  -0.16
C 4.309 -1.108 -2.219  -0.15
N 1.727 -1.418 -0.771  -0.26
C 2.544 -1.928 0.303  -0.46
C 2.403 -3.262 0.743  -0.06
C 3.226 -3.722 1.771  -0.06
C 4.175 -2.870 2.350  -0.06
C 4.305 -1.545 1.915  -0.06
C 3.495 -1.068 0.886  -0.09
H 2.251 -1.266 -4.722  0.07
H 1.723 0.106 -3.718  0.01
H 0.675 -1.318 -3.894  0.02
H 3.033 -3.872 -3.570  0.05
H 3.386 -4.086 -1.850  0.04
H 1.709 -4.120 -2.428  0.04
H 4.321 -0.014 -2.190  0.02
H 4.835 -1.481 -1.333  0.04
H 4.879 -1.420 -3.105  0.05
H 1.644 -3.892 0.266  0.11
H 3.151 -4.758 2.104  0.12
H 4.847 -3.243 3.126  0.12
H 5.056 -0.891 2.361  0.12
H 3.544 -0.040 0.520  0.11

Its total charge is +2. The HOMO-LUMO gap is 5.857 eV.

---

Entry from OMol25: a molecular structure, C44H52BiBr2IN5OS3 (ωB97M-V with the def2-TZVPD basis set).

Each line ends with the Löwdin charge.
Geometry (Å):
Bi 0.827 0.181 0.304  1.31
Br 0.647 4.642 3.302  0.76
C 0.557 2.907 4.068  -0.59
C 0.433 2.788 5.439  -0.18
C 0.360 1.540 6.006  -0.63
Br 0.234 1.413 7.907  0.71
C 0.392 0.380 5.220  -0.19
C 0.260 -0.926 5.729  -0.03
C 0.316 -1.998 4.881  -0.05
C 0.528 -1.754 3.518  -0.20
N 0.641 -0.553 3.015  0.04
C 0.558 0.519 3.809  -0.20
C 0.665 1.820 3.183  -0.48
O 0.859 1.991 1.944  -0.35
H 0.391 3.674 6.056  0.09
H 0.114 -1.072 6.791  0.07
H 0.208 -3.009 5.245  0.10
H 0.613 -2.572 2.815  0.09
C 3.356 -3.180 -1.982  -0.05
C 4.107 -2.576 -0.831  -0.21
C 5.484 -2.460 -0.955  -0.06
C 6.256 -1.938 0.060  -0.08
C 5.640 -1.525 1.226  -0.05
C 4.266 -1.607 1.386  -0.26
C 3.656 -1.164 2.678  -0.04
C 3.479 -2.127 0.345  -0.27
N 2.085 -2.153 0.429  0.05
C 1.442 -3.273 0.438  -0.28
C 2.153 -4.575 0.721  0.00
C 0.008 -3.354 0.189  -0.28
C -0.565 -4.736 -0.046  0.00
N -0.703 -2.295 0.091  0.12
C -2.082 -2.289 -0.082  -0.23
C -2.922 -2.476 1.027  -0.27
C -2.354 -2.817 2.369  -0.07
C -4.293 -2.358 0.866  -0.08
C -4.847 -2.065 -0.366  -0.09
C -4.019 -1.917 -1.462  -0.07
C -2.644 -2.047 -1.344  -0.21
C -1.780 -2.005 -2.562  -0.07
H 3.720 -2.757 -2.916  0.08
H 2.289 -2.987 -1.917  0.04
H 3.522 -4.259 -2.015  0.08
H 5.950 -2.800 -1.869  0.11
H 7.328 -1.856 -0.048  0.10
H 6.234 -1.137 2.041  0.11
H 4.430 -0.904 3.395  0.08
H 3.031 -1.944 3.108  0.07
H 3.031 -0.288 2.520  0.04
H 3.178 -4.373 1.024  0.09
H 2.174 -5.219 -0.155  0.09
H 1.650 -5.114 1.522  0.09
H -0.097 -5.180 -0.923  0.09
H -1.634 -4.656 -0.230  0.09
H -0.409 -5.410 0.795  0.08
H -1.875 -1.943 2.806  0.00
H -1.605 -3.605 2.287  0.06
H -3.145 -3.142 3.043  0.08
H -4.930 -2.492 1.729  0.11
H -5.919 -1.983 -0.473  0.10
H -4.442 -1.722 -2.440  0.10
H -2.386 -1.969 -3.464  0.08
H -1.139 -2.884 -2.610  0.08
H -1.116 -1.146 -2.532  -0.04
S 3.181 0.988 0.078  0.60
C 3.611 0.585 -1.584  -0.64
C 4.921 0.870 -1.962  -0.14
C 5.382 0.593 -3.232  -0.11
C 4.519 0.057 -4.178  -0.11
C 3.215 -0.209 -3.821  -0.16
C 2.751 0.025 -2.527  -0.66
S 1.110 -0.481 -2.194  0.54
H 5.570 1.320 -1.227  0.10
H 6.411 0.799 -3.490  0.09
H 4.861 -0.144 -5.186  0.09
H 2.518 -0.619 -4.537  0.09
C -5.858 1.832 -3.304  -0.11
C -4.728 2.157 -4.277  -0.27
C -3.422 2.511 -3.569  -0.19
C -2.857 1.329 -2.769  -0.19
N -1.519 1.594 -2.294  -0.01
C -1.198 2.390 -1.269  -0.77
S 0.464 2.599 -0.945  0.61
N -2.123 3.015 -0.565  0.04
C -1.868 3.796 0.627  -0.28
C -2.554 5.153 0.542  -0.19
C -2.022 6.039 -0.584  -0.27
C -0.583 6.481 -0.343  -0.11
H -6.780 1.640 -3.849  0.07
H -6.029 2.665 -2.623  0.08
H -5.622 0.950 -2.713  0.06
H -5.026 3.003 -4.900  0.10
H -4.562 1.303 -4.937  0.10
H -3.583 3.374 -2.919  0.10
H -2.675 2.798 -4.312  0.12
H -2.799 0.456 -3.419  0.12
H -3.503 1.076 -1.922  0.12
H -0.735 1.136 -2.747  0.05
H -3.096 2.820 -0.758  0.13
H -0.791 3.896 0.743  0.03
H -2.256 3.244 1.491  -0.03
H -2.416 5.661 1.497  0.11
H -3.629 4.997 0.402  0.11
H -2.668 6.919 -0.664  0.10
H -2.086 5.497 -1.530  0.09
H -0.483 6.902 0.654  0.07
H -0.281 7.233 -1.070  0.06
H 0.098 5.637 -0.423  0.05
I -3.021 0.844 2.510  -0.17

Its total charge is -1. The HOMO-LUMO gap is 5.627 eV.

---

Entry from OMol25: a molecular structure, C44H52N6SbTi (ωB97M-V with the def2-TZVPD basis set).

Each line ends with the Mulliken spin population.
Geometry (Å):
Ti 0.597 -0.234 0.552  0.97
C -0.731 0.457 3.489  0.01
C -1.063 1.813 2.877  0.10
C 0.136 2.518 2.313  -0.04
C 0.413 3.821 2.706  0.00
C 1.525 4.470 2.202  0.00
C 2.342 3.785 1.317  0.00
C 1.999 2.497 0.963  0.01
N 0.911 1.859 1.438  -0.06
N -0.698 -0.637 2.483  -0.06
C -0.006 -1.801 3.069  0.03
C 1.480 -1.567 3.128  0.01
C 2.271 -2.238 4.043  0.00
C 3.629 -1.957 4.086  0.00
C 4.146 -1.013 3.211  0.00
C 3.295 -0.410 2.303  0.01
N 1.988 -0.685 2.255  -0.03
C -2.096 -0.981 2.150  0.02
C -2.284 -1.434 0.731  0.05
C -3.441 -2.091 0.339  0.00
C -3.606 -2.430 -0.992  0.01
C -2.595 -2.129 -1.894  0.00
C -1.466 -1.494 -1.424  0.04
N -1.320 -1.135 -0.141  -0.09
H -1.466 0.201 4.258  0.00
H 0.239 0.514 3.980  0.00
H -1.496 2.444 3.653  0.00
H -1.829 1.722 2.099  -0.01
H -0.250 4.317 3.400  0.00
H 1.749 5.487 2.496  0.00
H 3.225 4.240 0.892  0.00
H 2.596 1.948 0.253  0.00
H -0.214 -2.682 2.462  0.00
H -0.363 -1.988 4.088  0.00
H 1.827 -2.951 4.727  0.00
H 4.272 -2.457 4.799  0.00
H 5.196 -0.753 3.224  0.00
H 3.659 0.315 1.590  0.00
H -2.714 -0.094 2.291  0.00
H -2.485 -1.731 2.845  0.00
H -4.208 -2.318 1.070  0.00
H -4.510 -2.925 -1.323  0.00
H -2.681 -2.380 -2.942  0.00
H -0.639 -1.248 -2.078  0.00
C -5.487 0.690 -2.334  0.00
C -5.054 0.873 -1.028  0.00
C -3.741 1.248 -0.782  0.01
C -2.854 1.466 -1.832  -0.01
C -3.296 1.280 -3.139  0.00
C -4.605 0.890 -3.387  0.00
Sb -0.832 1.975 -1.397  0.03
C -1.065 3.918 -0.548  0.00
C -0.143 4.915 -0.853  0.00
C -0.250 6.172 -0.271  0.00
C -1.273 6.440 0.628  0.00
C -2.194 5.449 0.939  0.00
C -2.089 4.195 0.355  0.00
C -0.174 2.504 -3.345  0.00
C -0.669 3.656 -3.956  0.00
C -0.277 3.984 -5.246  0.00
C 0.605 3.162 -5.935  0.00
C 1.096 2.012 -5.334  0.00
C 0.708 1.685 -4.042  0.00
H -6.511 0.400 -2.531  0.00
H -5.741 0.726 -0.202  0.00
H -3.414 1.373 0.247  -0.01
H -2.622 1.445 -3.972  0.00
H -4.940 0.752 -4.408  0.00
H 0.651 4.728 -1.568  0.00
H 0.460 6.947 -0.532  0.00
H -1.363 7.424 1.072  0.00
H -3.009 5.659 1.622  0.00
H -2.840 3.448 0.580  0.00
H -1.357 4.305 -3.427  0.00
H -0.662 4.882 -5.714  0.00
H 0.910 3.419 -6.942  0.00
H 1.785 1.370 -5.869  0.00
H 1.104 0.788 -3.582  0.00
C 2.137 -0.024 -0.994  0.01
H 1.815 -0.689 -1.809  0.00
H 3.114 -0.414 -0.670  0.01
H 2.336 0.940 -1.469  0.01
C 2.069 -6.764 0.394  0.00
C 1.676 -5.875 -0.779  0.00
N 1.924 -4.445 -0.542  0.00
C 3.291 -3.975 -0.799  0.00
C 4.152 -3.841 0.454  0.00
C 0.984 -3.622 -0.044  0.02
C -0.383 -4.208 0.169  0.01
N 1.207 -2.361 0.243  -0.02
H 1.796 -7.799 0.184  0.00
H 1.564 -6.460 1.313  0.00
H 3.144 -6.736 0.572  0.00
H 0.631 -6.021 -1.035  0.00
H 2.244 -6.155 -1.665  0.00
H 3.245 -3.028 -1.343  0.00
H 3.747 -4.687 -1.482  0.00
H 3.724 -3.139 1.171  0.00
H 5.146 -3.484 0.182  0.00
H 4.264 -4.802 0.956  0.00
H -0.329 -5.090 0.807  0.00
H -0.827 -4.513 -0.779  0.00
H -1.041 -3.483 0.631  0.00
H 2.179 -2.146 0.076  0.00

Its total charge is +2. The HOMO-LUMO gap (spin up / spin down) is 7.783 / 7.776 eV. As for the multiplicity: 2.

---

Listing calculated total energy for the structures above in their given order: -3640.03603 -2781.63837 -8911.98801 -3125.71904 Eh.